DFT (the ωB97M-V functional and the def2-TZVPD basis) results for a 2-piece molecular cluster, C4H9N6O2 overall in a non-equilibrium geometry.

Element x y z (Å)
C  -1.677  0.945  1.258
C  0.831  -1.077  -1.299
C  0.247  0.619  -0.002
C  -1.009  0.293  -0.947
N  -0.134  1.202  1.061
N  1.237  -0.163  -0.370
N  -1.979  0.334  0.127
N  -0.575  -0.910  -1.548
N  2.378  -1.145  1.751
N  -1.337  1.275  -1.937
O  -2.175  1.175  2.278
O  1.447  -1.967  -1.745
H  0.496  1.579  1.771
H  1.789  -0.417  0.695
H  -2.990  0.102  -0.089
H  -0.923  -1.137  -2.485
H  3.220  -1.603  1.338
H  2.853  -0.330  2.208
H  -1.854  2.202  -1.591
H  2.002  -1.847  2.331
H  -1.847  0.870  -2.804

Cartesian forces, eV/Å:
C 2.9 -0.1 -0.7
C -2.7 -1.0 -1.2
C -1.6 -2.4 -3.6
C 0.5 2.0 0.5
N -0.1 1.5 1.5
N 1.3 3.0 3.5
N -3.7 -1.9 -1.1
N 0.3 0.2 0.4
N 3.1 2.1 -1.4
N -2.0 1.9 -1.5
O -1.3 0.6 1.5
O 1.5 -1.0 -0.6
H -0.6 -0.3 0.1
H 0.2 -1.7 -1.5
H 1.7 0.5 0.6
H 0.4 0.0 0.6
H -0.9 0.2 -0.1
H -0.9 -1.3 0.6
H 1.5 -3.0 -0.9
H -0.9 -0.4 1.3
H 1.2 1.0 2.1

Results
Highest occupied orbital energy   -13.79 eV
Orbital gap   0.367 hartree
Net charge   +1
Molecular weight   173.2 g mol⁻¹
E_LUMO   -3.81 eV
DFT total energy   -17322.97356 eV

DFT (the ωB97M-V functional and the def2-TZVPD basis) results for C42H41Cl5N4OPdTe as an isolated structure.

Element x y z (Å)
Pd  -1.137  0.771  -0.096
C  0.991  4.576  0.180
C  -0.059  5.472  0.300
C  -1.358  4.992  0.324
C  -1.577  3.628  0.213
N  -0.553  2.770  0.063
C  0.698  3.231  0.064
C  -2.922  3.005  0.295
C  -4.098  3.722  0.416
C  -5.299  3.037  0.531
C  -5.291  1.655  0.522
C  -4.082  0.993  0.383
N  -2.930  1.658  0.274
H  2.019  4.908  0.175
H  0.129  6.534  0.384
H  -2.186  5.675  0.436
H  1.476  2.485  -0.027
H  -4.087  4.802  0.419
H  -6.227  3.583  0.625
H  -6.203  1.082  0.614
H  -4.010  -0.087  0.350
Cl  0.757  -2.768  -1.809
C  1.030  -2.498  -0.136
C  0.996  -1.192  0.361
C  1.259  -0.997  1.712
Cl  1.299  0.613  2.340
C  1.541  -2.065  2.561
Cl  1.891  -1.780  4.218
C  1.547  -3.361  2.056
Cl  1.863  -4.686  3.098
C  1.290  -3.577  0.702
Cl  1.288  -5.172  0.077
C  1.213  1.191  -2.472
C  1.602  0.246  -1.367
O  2.767  -0.226  -1.386
N  0.671  -0.110  -0.488
Te  4.482  -0.991  0.400
C  6.123  -0.231  1.497
C  6.063  1.066  2.011
C  4.916  2.015  1.775
C  7.145  1.538  2.751
C  8.265  0.758  2.984
C  9.426  1.274  3.785
C  8.290  -0.535  2.464
C  7.241  -1.051  1.721
C  7.339  -2.461  1.201
C  5.526  -1.370  -1.364
C  6.332  -0.394  -1.955
C  6.422  1.024  -1.458
C  7.060  -0.753  -3.084
C  6.996  -2.028  -3.628
C  7.789  -2.393  -4.850
C  6.151  -2.962  -3.034
C  5.400  -2.656  -1.911
C  4.490  -3.699  -1.319
H  2.052  1.832  -2.733
H  0.328  1.780  -2.239
H  0.980  0.573  -3.342
H  4.046  1.540  1.319
H  5.231  2.831  1.120
H  4.585  2.456  2.716
H  7.105  2.545  3.152
H  9.265  2.303  4.101
H  10.347  1.235  3.202
H  9.580  0.664  4.677
H  9.153  -1.164  2.655
H  8.116  -3.005  1.734
H  7.579  -2.482  0.136
H  6.403  -3.011  1.337
H  5.458  1.382  -1.090
H  6.732  1.681  -2.269
H  7.148  1.124  -0.649
H  7.686  -0.006  -3.559
H  8.471  -1.594  -5.135
H  7.125  -2.591  -5.693
H  8.373  -3.298  -4.677
H  6.070  -3.954  -3.464
H  4.426  -4.567  -1.971
H  3.476  -3.312  -1.197
H  4.846  -4.043  -0.344
C  -2.176  -1.136  -2.602
C  -2.292  -1.731  -1.235
C  -2.782  -2.957  -0.841
C  -2.708  -3.006  0.573
C  -2.172  -1.810  0.999
C  -1.926  -1.319  2.393
N  -1.930  -1.036  -0.111
H  -3.031  -1.412  -3.220
H  -1.273  -1.460  -3.125
H  -2.149  -0.045  -2.547
H  -3.167  -3.723  -1.496
H  -3.026  -3.816  1.211
H  -2.766  -1.565  3.044
H  -1.799  -0.233  2.412
H  -1.034  -1.754  2.850

Cartesian forces, eV/Å:
Pd 0.0 0.0 0.0
C -0.1 0.0 0.0
C 0.1 0.0 0.0
C 0.0 0.0 0.0
C -0.1 0.0 0.0
N 0.1 -0.1 0.0
C 0.0 0.0 0.0
C 0.1 0.0 0.0
C 0.0 0.0 0.0
C 0.0 0.0 0.0
C 0.0 0.0 0.0
C 0.0 0.0 0.0
N -0.1 -0.1 -0.1
H 0.0 0.0 0.0
H 0.0 0.0 0.0
H 0.0 0.0 0.0
H 0.0 0.0 0.0
H 0.0 0.0 0.0
H 0.0 0.0 0.0
H 0.0 0.0 0.0
H 0.0 0.0 0.0
Cl 0.1 0.0 0.0
C 0.0 0.0 0.0
C 0.0 0.0 -0.1
C 0.1 0.0 0.0
Cl 0.0 0.0 -0.1
C 0.1 0.0 0.0
Cl 0.0 0.0 0.0
C 0.0 0.0 0.1
Cl 0.0 0.0 0.0
C 0.0 0.0 0.0
Cl 0.0 0.0 0.0
C -0.1 0.0 0.0
C 0.0 -0.1 -0.2
O 0.0 0.2 0.0
N 0.1 0.1 0.4
Te 0.0 -0.2 0.0
C 0.0 0.2 0.0
C 0.0 0.0 0.0
C 0.0 0.0 0.0
C 0.0 0.0 0.0
C 0.0 0.0 0.0
C 0.0 0.0 0.0
C 0.0 0.0 0.0
C 0.0 -0.1 0.0
C 0.0 0.0 0.0
C 0.0 -0.1 -0.1
C 0.0 0.0 0.0
C 0.0 0.0 0.0
C 0.0 0.0 0.0
C 0.0 0.0 0.0
C 0.0 0.0 0.0
C 0.0 0.0 0.0
C 0.0 0.0 0.0
C 0.0 0.0 0.0
H 0.0 0.0 0.0
H 0.0 0.0 0.0
H 0.0 0.0 0.0
H 0.0 0.0 0.0
H 0.0 0.0 0.0
H 0.0 0.0 0.0
H 0.0 0.0 0.0
H 0.0 0.0 0.0
H 0.0 0.0 0.0
H 0.0 0.0 0.0
H 0.0 0.0 0.0
H 0.0 0.0 0.0
H 0.0 0.0 0.0
H 0.0 0.0 0.0
H 0.0 0.0 0.0
H 0.0 0.0 0.0
H 0.0 0.0 0.0
H 0.0 0.0 0.0
H 0.0 0.0 0.0
H 0.0 0.0 0.0
H 0.0 0.0 0.0
H 0.0 0.0 0.0
H 0.0 0.0 0.0
H 0.0 0.0 0.0
H 0.0 0.0 0.0
C 0.0 0.0 0.0
C -0.2 0.0 0.0
C 0.0 0.0 0.0
C 0.0 0.0 0.0
C -0.1 0.0 0.0
C 0.0 0.0 0.0
N 0.2 0.1 0.0
H 0.0 0.0 0.0
H 0.0 0.0 0.0
H 0.0 0.0 0.0
H 0.0 0.0 0.0
H 0.0 0.0 0.0
H 0.0 0.0 0.0
H 0.0 0.0 0.0
H -0.1 0.0 0.0

Results
Highest occupied orbital energy (alpha / beta)   -8.93 / -8.93 eV
2S+1   2
Orbital gap (alpha / beta)   0.209 / 0.157 hartree
Net charge   +1
Molecular weight   1029.1 g mol⁻¹
E_LUMO (alpha / beta)   -3.25 / -4.66 eV
DFT total energy   -125608.82505 eV

DFT (the ωB97M-V functional and the def2-TZVPD basis) results for a 6-piece molecular cluster, C18H52N4O6 overall in a non-equilibrium geometry.

Element x y z (Å)
C  -20.278  -2.653  -27.906
O  -20.355  -1.387  -27.348
C  -19.790  -1.399  -26.028
C  -19.601  0.085  -25.529
C  -18.673  0.150  -24.308
N  -20.928  0.602  -25.265
H  -20.679  -2.518  -28.911
H  -20.816  -3.531  -27.548
H  -19.241  -2.986  -27.949
H  -20.445  -2.018  -25.416
H  -18.823  -1.899  -26.075
H  -19.174  0.741  -26.287
H  -18.090  1.070  -24.363
H  -18.030  -0.697  -24.069
H  -19.379  0.126  -23.478
H  -21.630  0.179  -25.855
H  -21.233  0.212  -24.385
C  -19.370  -3.767  -22.916
O  -19.529  -2.491  -22.404
C  -20.137  -2.441  -21.048
C  -20.099  -1.041  -20.355
C  -20.807  -0.926  -18.987
N  -20.647  0.001  -21.230
H  -20.273  -4.373  -22.989
H  -18.666  -4.386  -22.360
H  -19.097  -3.754  -23.971
H  -21.186  -2.668  -21.235
H  -19.842  -3.260  -20.393
H  -19.071  -0.752  -20.134
H  -20.549  -1.791  -18.376
H  -21.885  -1.018  -19.118
H  -20.688  0.077  -18.577
H  -21.647  -0.080  -21.112
H  -20.392  -0.444  -22.100
C  -15.786  -1.329  -15.411
O  -16.493  -1.533  -16.611
C  -15.825  -2.251  -17.709
C  -16.759  -2.715  -18.892
C  -17.721  -3.874  -18.523
N  -15.960  -3.345  -19.954
H  -14.816  -0.851  -15.549
H  -15.520  -2.243  -14.878
H  -16.308  -0.564  -14.838
H  -15.060  -1.629  -18.174
H  -15.292  -3.049  -17.191
H  -17.257  -1.858  -19.345
H  -18.555  -3.509  -17.924
H  -17.206  -4.483  -17.781
H  -18.158  -4.432  -19.352
H  -15.559  -4.256  -19.779
H  -15.123  -2.787  -20.045
C  -15.011  1.983  -26.274
O  -13.898  1.871  -25.447
C  -14.120  0.833  -24.500
C  -13.017  0.863  -23.465
C  -11.620  0.787  -24.038
N  -13.088  -0.305  -22.576
H  -15.266  1.026  -26.729
H  -14.802  2.569  -27.169
H  -15.847  2.561  -25.879
H  -15.060  1.013  -23.978
H  -14.101  -0.185  -24.888
H  -13.120  1.742  -22.829
H  -10.822  0.897  -23.305
H  -11.548  1.665  -24.681
H  -11.474  -0.073  -24.692
H  -12.675  -1.144  -22.957
H  -14.019  -0.526  -22.253
C  -16.389  1.423  -18.361
C  -15.871  1.091  -19.788
O  -17.024  0.926  -20.573
H  -15.538  1.531  -17.689
H  -16.956  0.603  -17.919
H  -17.035  2.289  -18.220
H  -15.298  0.164  -19.792
H  -15.213  1.823  -20.256
H  -17.052  0.018  -20.881
O  -16.608  -1.926  -22.118
H  -17.517  -2.049  -22.389
H  -16.493  -2.529  -21.383

Cartesian forces, eV/Å:
C 0.3 -0.3 -1.9
O -0.1 0.0 1.5
C 0.9 1.2 -0.9
C -0.1 -2.1 -0.7
C -1.1 0.1 0.3
N -0.8 0.5 1.0
H 0.3 -0.2 -0.3
H -0.6 0.4 1.2
H 0.3 0.0 -0.2
H -0.1 0.3 0.6
H 0.3 -0.1 -0.1
H 0.1 -0.6 -0.5
H -0.1 -0.1 0.5
H 0.2 -0.1 -0.8
H 0.5 0.7 0.3
H 0.2 0.2 -0.9
H 0.1 0.3 0.7
C -0.3 -1.5 -0.6
O 0.0 1.2 1.9
C -1.1 0.0 -0.4
C 0.5 0.3 0.6
C -0.6 -1.1 -1.1
N 0.6 -1.1 0.2
H -0.7 0.2 0.6
H 0.4 0.2 0.1
H 0.6 0.6 0.1
H -0.4 0.1 0.0
H 0.9 0.0 -0.1
H 0.3 -0.2 -0.3
H 0.4 0.5 0.6
H -0.3 -0.1 -0.2
H 0.6 -0.3 0.2
H -0.4 0.2 -0.4
H -0.5 0.9 -0.9
C 1.0 0.5 -0.6
O -0.4 -0.5 -1.6
C -0.6 0.6 1.2
C 0.0 -2.1 0.9
C -0.5 1.4 1.6
N 1.3 1.1 0.0
H 0.4 0.1 -0.6
H -0.6 -0.2 0.3
H -0.5 -0.6 0.2
H 0.1 0.4 0.1
H 0.0 -0.7 -0.5
H -0.1 0.1 0.2
H -0.2 0.2 -0.1
H 0.2 -0.6 -0.4
H 0.5 0.1 -0.1
H -0.6 -0.4 0.6
H 0.4 0.4 -0.5
C -0.1 0.6 -1.8
O -0.2 -0.5 0.2
C 0.7 0.7 0.7
C 0.7 -1.4 1.1
C -0.1 1.6 -1.0
N -0.5 0.1 0.7
H -0.6 -0.3 0.5
H 0.8 0.3 0.0
H -0.3 -0.6 0.7
H -0.3 -0.2 0.0
H -0.3 0.0 -0.8
H 0.1 0.2 -0.1
H -0.2 -0.4 0.2
H 0.4 0.0 -0.3
H 0.0 -0.2 0.2
H 0.0 0.1 -0.3
H -0.2 0.0 -0.1
C 1.1 -0.3 0.3
C -1.0 0.1 1.1
O -0.5 -0.1 -0.8
H 0.2 0.2 0.1
H 0.0 -0.3 -0.4
H 0.2 0.2 -0.7
H 0.2 -0.2 0.3
H -0.1 0.4 0.3
H 0.0 -0.1 -0.5
O 0.1 1.1 -0.7
H -0.5 0.1 -0.2
H 0.2 -0.9 0.5

Results
Highest occupied orbital energy   -8.95 eV
SMILES   COC[C@H](C)N.COC[C@H](C)N.COC[C@H](C)N.COC[C@H](C)N.CCO.O
Orbital gap   0.347 hartree
Molecular weight   420.6 g mol⁻¹
E_LUMO   0.50 eV
DFT total energy   -37750.37567 eV